[1]
10
Properties=species:S:1:pos:R:3 method="wB97M-V/def2-TZVPD" molar_mass_g_mol=158.16 total_charge=-2 gap_ev=6.15 homo_ev=0.14
N 1.27 0.75 -0.08
N 0.70 -2.24 1.26
O 0.86 3.14 -0.25
O -1.00 1.55 -1.40
O -0.79 -1.35 -0.88
O -1.06 -0.51 1.55
S 0.19 1.85 0.09
S -0.11 -1.08 0.54
H 1.23 -2.67 0.49
H -1.29 0.56 -1.33

[2]
10
Properties=species:S:1:pos:R:3 method="wB97M-V/def2-TZVPD" molar_mass_g_mol=138.10 smiles="O=S(=O)=NO.N=C=O" total_charge=0 gap_ev="8.62 / 8.62" homo_ev="-10.59 / -10.58"
O -2.50 -1.28 0.67
S -1.82 -0.12 0.23
O -2.53 0.99 -0.25
N -0.44 -0.37 -0.53
O 0.11 -1.54 -0.63
H 1.00 -1.26 -0.33
N 1.92 0.17 0.01
C 1.04 1.00 0.06
O 0.50 2.02 0.16
H 2.73 0.40 0.61

[3]
43
Properties=species:S:1:pos:R:3 method="wB97M-V/def2-TZVPD" molar_mass_g_mol=312.38 total_charge=0 gap_ev=9.12 homo_ev=-9.60
C 1.80 0.29 -5.04
C 0.89 0.20 -3.72
C 1.43 1.28 -2.70
C 0.47 1.32 -1.65
O -0.79 1.56 -1.87
N 0.94 1.01 -0.54
N 2.18 0.65 -0.23
C 2.73 -0.89 -0.77
H 3.25 -0.72 -1.75
H 1.77 -1.44 -0.87
H 3.58 -1.23 0.02
C 3.44 1.40 -0.08
H 2.71 2.27 0.31
H 4.13 1.14 0.70
H 3.75 1.62 -1.03
C 0.00 1.13 0.57
H -0.69 1.98 0.46
C 0.57 0.93 1.98
H 1.58 0.19 2.08
C -0.37 0.18 2.88
C -1.50 0.86 3.35
H -1.91 1.66 2.60
H -1.02 1.71 4.18
H -2.21 0.52 3.95
H 0.24 -0.70 3.73
C -0.96 -1.01 1.90
C -0.10 -2.02 1.56
N 0.99 -2.86 1.66
C -2.18 -1.49 2.14
N -3.21 -2.07 2.53
C -0.97 -0.22 0.55
C -2.39 0.28 0.29
N -3.43 0.85 0.32
C -0.94 -1.03 -0.75
N -0.70 -1.70 -1.61
H 0.96 1.84 2.61
H 1.33 2.13 -3.38
H 2.47 1.47 -2.54
H -0.02 0.43 -4.08
H 1.20 -0.62 -3.34
H 1.38 -0.43 -5.71
H 1.88 1.43 -5.65
H 2.90 0.09 -4.95

[4]
18
Properties=species:S:1:pos:R:3 method="wB97M-V/def2-TZVPD" molar_mass_g_mol=129.14 total_charge=+1 gap_ev="7.27 / 6.99" multiplicity=3 s_squared=2.0073 homo_ev="-10.22 / -14.45"
C -1.52 1.07 -0.18
C -0.35 1.79 -0.18
C -1.39 -0.27 -0.03
C 1.05 -0.10 0.07
N 0.86 1.27 -0.03
N -0.17 -0.78 0.32
N -2.38 -1.12 -0.02
N 2.23 -0.37 0.79
O 1.44 -0.75 -1.46
H -2.40 1.50 -0.47
H -0.41 2.87 -0.21
H 1.56 1.80 0.34
H -0.16 -1.83 0.36
H -3.30 -0.84 -0.40
H -2.04 -2.15 -0.05
H 2.54 -1.30 0.91
H 2.06 -0.19 1.77
H 2.38 -0.61 -1.53

[5]
19
Properties=species:S:1:pos:R:3 method="wB97M-V/def2-TZVPD" molar_mass_g_mol=108.14 total_charge=0 gap_ev=3.94 homo_ev=-8.54
N 0.15 -1.33 1.21
C 1.09 -0.77 0.27
C 1.09 -1.23 -1.15
O -1.66 1.01 -1.27
C 0.88 0.89 0.46
N 1.47 1.70 -0.56
H -0.82 -0.90 1.02
H 0.28 -2.29 1.30
H 2.07 -0.77 0.62
H 0.11 -1.28 -1.71
H 1.36 -2.27 -1.18
H -1.00 1.69 -0.99
H -0.22 0.99 0.47
H 1.18 1.09 1.52
H 2.40 1.34 -0.40
H 1.81 -0.67 -1.78
H -2.07 0.67 -0.47
H -2.65 -0.32 1.90
O -2.36 -0.17 0.98

[6]
4
Properties=species:S:1:pos:R:3 method="wB97M-V/def2-TZVPD" molar_mass_g_mol=72.92 smiles=Cl.Cl total_charge=0 gap_ev=12.68 homo_ev=-11.71
Cl -1.98 -0.04 0.00
H -1.40 1.10 0.05
Cl 1.98 0.04 0.00
H 1.31 -1.05 0.05